ORCA calculation (wB97M-V/def2-TZVPD) on a structure of composition C54H64As3N3O2S2ScTe at a distorted geometry.

XYZ file:
```
130
Properties=species:S:1:pos:R:3:forces:R:3
Sc 0.096747 -0.161508 0.032704 0.754 0.029 -0.001
C -2.388294 -0.309498 3.634713 0.195 0.200 -0.254
As -1.168270 -1.199113 2.364626 -0.471 -0.548 0.917
C -2.466056 -2.559391 1.841218 -0.026 0.046 -0.264
C -0.152552 -2.385231 3.585052 0.114 0.158 -0.090
C 1.109136 -1.845185 4.281262 0.056 0.145 0.023
C 1.456072 -2.810495 5.424214 -0.025 0.073 -0.059
C 2.326794 -1.808984 3.341930 -0.301 0.079 -0.080
As 2.334058 -0.508405 1.843372 0.851 -0.346 0.401
C 3.915221 -1.265010 0.977814 -0.052 0.078 -0.144
C 3.307222 0.988178 2.667033 -0.343 0.160 -0.163
C 0.810346 -0.447279 4.843343 0.036 -0.153 -0.027
As 2.196005 0.367057 6.008690 -0.141 0.060 0.095
C 1.440745 -0.164826 7.747867 -0.002 0.005 -0.033
C 1.349291 2.145032 6.000380 -0.001 -0.014 -0.002
H -2.731528 -1.030584 4.374971 0.055 -0.054 -0.009
H -3.245640 0.051407 3.064784 0.014 0.010 -0.007
H -1.925620 0.538609 4.136416 0.025 -0.021 -0.016
H -2.806134 -3.113041 2.715713 0.037 0.043 0.055
H -2.015315 -3.240828 1.123130 0.047 -0.010 -0.011
H -3.319568 -2.072912 1.366943 0.021 0.033 0.012
H 0.094667 -3.267292 2.988619 -0.012 -0.023 0.001
H -0.872115 -2.694701 4.347998 -0.055 0.015 -0.039
H 1.628980 -3.816998 5.038505 -0.008 -0.007 0.013
H 0.651934 -2.857174 6.161904 -0.005 0.001 -0.004
H 2.368026 -2.482899 5.928427 0.008 -0.058 0.032
H 2.453112 -2.790781 2.877403 0.010 0.013 -0.016
H 3.221676 -1.605707 3.934249 0.059 0.035 -0.084
H 4.696587 -1.450164 1.714461 -0.031 0.040 0.054
H 4.281993 -0.566483 0.225017 -0.034 0.015 0.013
H 3.658075 -2.199541 0.487971 -0.043 -0.070 -0.006
H 4.106029 0.630316 3.313339 -0.024 -0.102 -0.015
H 2.642536 1.634010 3.241059 0.001 -0.014 -0.011
H 3.736334 1.577922 1.855318 -0.002 -0.002 0.007
H -0.121523 -0.479019 5.416593 0.003 0.073 -0.005
H 0.658140 0.241412 4.000963 -0.028 0.097 0.096
H 1.738443 -1.175031 8.022798 0.020 -0.004 -0.058
H 0.351718 -0.103846 7.729507 0.003 0.006 -0.007
H 1.815162 0.516621 8.511559 0.027 0.008 -0.021
H 1.482096 2.632887 5.033936 0.028 -0.033 -0.007
H 1.806455 2.773081 6.763925 0.021 -0.018 -0.002
H 0.282523 2.055013 6.212299 -0.007 0.001 -0.007
C -6.857072 -0.172290 -2.604957 0.057 -0.014 0.018
C -5.448560 -0.373517 -2.113616 -0.113 0.099 -0.081
C -4.854647 -1.616995 -2.066996 0.188 -0.045 0.022
C -3.538804 -1.819937 -1.613940 0.305 0.384 0.122
C -2.951398 -3.185774 -1.621389 -0.051 -0.173 0.034
O -1.755847 -3.402324 -1.720277 -0.083 0.054 -0.103
C -3.893186 -4.352076 -1.542357 -0.134 -0.018 0.070
C -3.721541 -5.407638 -2.432124 0.040 0.027 -0.042
C -4.599346 -6.480584 -2.424168 0.023 -0.027 -0.007
C -5.639106 -6.517238 -1.507023 -0.018 -0.032 0.073
C -5.787413 -5.491182 -0.583884 -0.013 0.027 0.044
C -4.923954 -4.407994 -0.605232 0.092 0.078 -0.106
C -2.772434 -0.699189 -1.208704 -0.705 -0.263 0.185
O -1.558467 -0.804091 -0.695817 -0.601 0.134 -0.599
C -3.388883 0.579362 -1.287535 0.190 -0.304 0.064
C -4.689938 0.727486 -1.712632 0.061 -0.077 -0.105
C -2.503405 1.720380 -0.956424 0.079 0.072 -0.322
N -1.481310 2.010570 -1.673575 -0.337 0.284 0.029
C -1.340170 1.455103 -3.009989 0.119 0.052 -0.096
C -1.806885 2.465451 -4.075903 0.101 -0.004 0.548
Te -1.272951 4.523151 -3.670156 -0.298 -0.160 -0.102
C -2.996937 4.975500 -2.512569 0.205 -0.068 -0.051
C -2.867221 5.851342 -1.438826 0.144 -0.031 -0.024
C -3.954762 6.146416 -0.630844 -0.035 0.005 0.020
C -5.190636 5.574109 -0.893231 -0.040 -0.006 0.016
C -5.335630 4.731494 -1.986242 0.002 0.002 0.026
C -4.246250 4.436870 -2.795295 -0.009 -0.049 -0.016
C -2.714221 2.497275 0.276850 0.071 0.029 0.331
C -3.767140 2.408172 1.104055 0.088 -0.074 -0.365
C -3.812596 3.193443 2.336635 -0.005 0.116 0.224
C -2.866754 4.069614 2.695278 0.016 -0.018 0.032
C -1.681418 4.362919 1.827681 -0.091 0.114 -0.059
C -1.555390 3.326722 0.697698 0.031 -0.109 -0.033
H -7.300620 -1.109782 -2.936674 -0.010 0.004 0.008
H -6.876705 0.528133 -3.441604 -0.038 -0.016 -0.009
H -7.485165 0.243079 -1.814821 -0.036 -0.019 -0.021
H -5.416514 -2.468342 -2.423972 -0.042 -0.104 0.044
H -2.910676 -5.363879 -3.148925 -0.007 0.009 -0.009
H -4.476853 -7.286656 -3.135752 -0.003 0.014 -0.012
H -6.333618 -7.347102 -1.504528 0.020 -0.012 -0.004
H -6.585314 -5.525314 0.146435 0.003 -0.028 -0.006
H -5.042382 -3.601731 0.107736 -0.054 0.040 -0.017
H -5.112841 1.725860 -1.772627 0.003 0.007 0.035
H -1.911883 0.530620 -3.139410 0.111 -0.014 -0.140
H -0.284486 1.241179 -3.167707 0.104 -0.036 0.035
H -2.891481 2.436199 -4.158059 -0.007 0.084 -0.060
H -1.385820 2.219660 -5.048229 0.002 -0.003 -0.008
H -1.905431 6.310928 -1.240650 0.015 -0.043 0.097
H -3.835000 6.823004 0.206534 -0.011 0.010 -0.012
H -6.040066 5.796735 -0.260611 0.002 0.009 -0.009
H -6.306662 4.313668 -2.223005 -0.001 -0.013 0.009
H -4.387349 3.794202 -3.655475 -0.009 0.013 0.001
H -4.609850 1.769142 0.869193 0.018 -0.048 0.007
H -4.674920 3.054094 2.977955 0.017 0.018 0.017
H -2.974078 4.645580 3.608539 -0.048 -0.044 0.013
H -1.689060 5.417532 1.533044 -0.019 -0.024 -0.046
H -1.033050 3.727669 -0.166518 0.031 -0.006 -0.007
C -0.299825 3.862208 2.358321 0.117 -0.101 0.022
C 0.847087 4.557353 1.694657 -0.061 -0.064 0.071
C 1.567080 3.989184 0.721600 0.072 0.137 0.067
C 1.385654 2.585293 0.320371 -0.119 -0.140 0.209
N 0.466280 1.859652 0.880163 -0.028 0.078 -0.453
C -0.569038 2.544113 1.601998 -0.145 0.128 0.097
C 2.213748 1.943086 -0.713597 -0.009 -0.219 -0.294
C 3.320590 2.589856 -1.272472 -0.039 0.062 0.186
C 4.009923 2.013570 -2.323547 0.076 -0.060 -0.034
C 3.604427 0.779691 -2.812645 0.003 0.049 0.022
C 2.527077 0.122013 -2.231794 -0.134 -0.142 0.033
C 1.784443 0.667383 -1.181321 0.189 0.328 0.140
H -0.182614 3.829824 3.445688 0.032 0.007 -0.012
H 1.080977 5.561342 2.033385 0.043 0.018 -0.084
H 2.355420 4.551462 0.244333 -0.004 0.016 0.017
H -1.111821 1.824971 2.218731 -0.035 0.082 0.038
H 3.665755 3.540719 -0.887250 -0.029 0.022 -0.040
H 4.860440 2.521557 -2.758732 -0.008 0.010 0.008
H 4.131130 0.331558 -3.646601 0.010 -0.012 0.013
H 2.257044 -0.853921 -2.627166 -0.028 0.028 0.010
S 0.730048 -2.854662 0.108262 -0.021 0.088 0.560
C 1.332181 -3.911895 -1.018946 0.051 -0.217 -0.674
N 0.692223 -5.004647 -1.399110 0.027 0.079 0.141
C 1.413210 -5.980550 -2.197038 0.113 -0.124 -0.024
C 2.559432 -5.225393 -2.868567 0.029 0.256 0.001
S 2.878932 -3.767510 -1.814186 -0.093 -0.079 0.143
H -0.267634 -5.133968 -1.102872 -0.001 0.089 -0.067
H 0.749722 -6.427392 -2.935196 -0.025 0.012 0.016
H 1.796304 -6.774272 -1.550462 -0.017 0.019 -0.001
H 2.296121 -4.869632 -3.862293 -0.028 -0.044 -0.005
H 3.469273 -5.815437 -2.924093 -0.031 -0.058 -0.033
```
Forces are in eV/Å.

Output
DFT total energy	-297778.3606	eV
LUMO	-0.098	Ha
charge	+1
energy above the lowest of the compared OMol25 structures with the same formula, charge and spin	53.1	kcal per mole
largest force on an atom	0.023	hartree/bohr
HOMO level	-0.340	hartree
HOMO-LUMO gap	6.59	eV

Atom charges from the Mulliken analysis, given in e for atoms 1 to 99: number 1, Sc, carries -2.8154; number 2, C, carries -1.5346; number 3, As, carries 1.5341; number 4, C, carries -1.1820; number 5, C, carries -1.9816; number 6, C, carries 1.9671; number 7, C, carries -2.2575; number 8, C, carries -1.8830; number 9, As, carries 1.7009; number 10, C, carries -1.2978; number 11, C, carries -1.3550; number 12, C, carries 0.0969; number 13, As, carries 0.2887; number 14, C, carries -1.2117; number 15, C, carries -0.9902; number 16, H, carries 0.5681; number 17, H, carries 0.4173; number 18, H, carries 0.2831; number 19, H, carries 0.6813; number 20, H, carries 0.2220; number 21, H, carries 0.3882; number 22, H, carries 0.6596; number 23, H, carries 0.7481; number 24, H, carries 0.4115; number 25, H, carries 0.4472; number 26, H, carries 0.5013; number 27, H, carries 0.7147; number 28, H, carries 0.7424; number 29, H, carries 0.4837; number 30, H, carries 0.2999; number 31, H, carries 0.1992; number 32, H, carries 0.5555; number 33, H, carries -0.0100; number 34, H, carries 0.4832; number 35, H, carries 1.0981; number 36, H, carries -1.5307; number 37, H, carries 0.3570; number 38, H, carries 0.3328; number 39, H, carries 0.4431; number 40, H, carries 0.0356; number 41, H, carries 0.5167; number 42, H, carries 0.3259; number 43, C, carries -1.6491; number 44, C, carries 0.1290; number 45, C, carries -0.9910; number 46, C, carries 1.0204; number 47, C, carries -0.0713; number 48, O, carries -0.6689; number 49, C, carries 0.3491; number 50, C, carries -0.4081; number 51, C, carries -0.7107; number 52, C, carries -0.4764; number 53, C, carries -0.8894; number 54, C, carries 0.1395; number 55, C, carries -0.4443; number 56, O, carries 1.1212; number 57, C, carries -0.6774; number 58, C, carries -0.1566; number 59, C, carries 0.1448; number 60, N, carries 0.4749; number 61, C, carries 0.3853; number 62, C, carries -1.5827; number 63, Te, carries 0.2007; number 64, C, carries -0.2137; number 65, C, carries -0.2932; number 66, C, carries -0.3715; number 67, C, carries -0.6612; number 68, C, carries -0.4780; number 69, C, carries -0.3283; number 70, C, carries 1.0693; number 71, C, carries -0.4753; number 72, C, carries -1.1609; number 73, C, carries -1.6495; number 74, C, carries 0.2979; number 75, C, carries -1.1947; number 76, H, carries 0.3845; number 77, H, carries 0.3582; number 78, H, carries 0.3346; number 79, H, carries 0.5169; number 80, H, carries 0.4519; number 81, H, carries 0.4153; number 82, H, carries 0.4056; number 83, H, carries 0.4225; number 84, H, carries 0.4728; number 85, H, carries 0.5851; number 86, H, carries -0.0724; number 87, H, carries 0.1761; number 88, H, carries 0.2627; number 89, H, carries 0.6226; number 90, H, carries 0.4210; number 91, H, carries 0.4126; number 92, H, carries 0.4212; number 93, H, carries 0.4536; number 94, H, carries 0.4856; number 95, H, carries 0.5834; number 96, H, carries 0.5393; number 97, H, carries 0.5073; number 98, H, carries 0.7358; number 99, H, carries 0.7650

***

ORCA calculation (wB97M-V/def2-TZVPD) on a cluster of 3 separate species, C9H15Cl6N4 in total at a distorted geometry.

XYZ file:
```
34
Properties=species:S:1:pos:R:3:forces:R:3
C -0.435409 1.646221 -0.519859 0.419 -0.444 -1.197
C -1.083037 0.413219 -1.432461 1.554 -3.740 1.298
Cl -2.387768 0.665280 -2.745845 2.526 -0.295 2.474
C -0.584887 -0.985334 -1.183102 -1.522 4.179 -1.625
Cl -1.230389 -2.446030 -2.194618 1.465 2.374 2.109
N 0.437517 -1.172841 -0.084082 0.885 0.527 -1.359
C 1.891372 -0.775515 0.044626 -2.779 -2.698 3.890
N 2.401571 -1.219160 1.431904 -7.669 -0.788 -3.835
C 1.130294 -1.863265 1.976080 -0.007 1.086 -2.758
N 0.947044 -2.454249 3.206541 0.023 0.230 0.171
N -0.077548 -1.815658 1.033971 6.948 1.193 1.998
H 0.648100 1.835614 -0.983265 -2.475 -0.168 0.914
H -0.244572 1.320453 0.600389 -0.820 0.623 -2.393
H -1.092397 2.608708 -0.631306 1.324 -2.019 0.350
H 2.496082 -0.208654 -0.784141 -1.498 -1.259 1.779
H 1.186022 -3.468489 3.358679 -0.312 1.915 -0.106
H 0.597982 -1.835070 3.983411 0.728 -1.357 -1.141
H -1.043111 -2.191723 1.180443 1.140 0.581 -0.537
Cl 4.132647 1.529944 0.575339 -0.093 0.216 -0.103
C 5.425751 0.341013 0.866429 0.445 -0.487 0.122
C 6.401773 0.803256 1.937098 -0.075 -0.070 0.061
Cl 7.382422 2.189881 1.399820 -0.116 -0.046 0.004
H 5.932084 0.149448 -0.084698 -0.071 0.208 0.204
H 4.938058 -0.585515 1.184180 0.072 0.189 0.066
H 7.100117 -0.003468 2.176693 -0.159 0.059 -0.134
H 5.883774 1.090532 2.857274 0.053 -0.013 -0.252
Cl -6.434775 -0.566914 -0.545191 0.021 0.010 0.052
C -6.533128 0.059725 -2.208939 0.030 0.116 -0.357
C -6.062774 1.502427 -2.308949 0.071 -0.128 -0.103
Cl -7.175681 2.630626 -1.495517 0.068 -0.051 0.018
H -7.565612 -0.052278 -2.554108 0.210 0.101 0.169
H -5.897082 -0.581447 -2.826685 -0.047 0.145 0.098
H -6.016324 1.806313 -3.358421 -0.071 -0.116 0.115
H -5.068118 1.632951 -1.871690 -0.268 -0.072 0.009
```
Forces are in eV/Å.

Output
DFT total energy	-90658.2828	eV
LUMO	-0.181	Ha
charge	+1
energy above the lowest of the compared OMol25 structures with the same formula, charge and spin	141.4	kcal per mole
largest force on an atom	0.167	hartree/bohr
HOMO level	-0.463	hartree
HOMO-LUMO gap	7.66	eV

In elementary charge units, the Mulliken charges are: number 1, C, carries -0.8059; number 2, C, carries 0.4438; number 3, Cl, carries -0.1204; number 4, C, carries -0.1589; number 5, Cl, carries -0.1008; number 6, N, carries 0.3584; number 7, C, carries -0.0359; number 8, N, carries -0.1828; number 9, C, carries 0.0214; number 10, N, carries -0.3727; number 11, N, carries -0.2198; number 12, H, carries 0.2416; number 13, H, carries 0.2455; number 14, H, carries 0.3439; number 15, H, carries 0.4092; number 16, H, carries 0.2712; number 17, H, carries 0.2719; number 18, H, carries 0.3267; number 19, Cl, carries -0.1893; number 20, C, carries -0.3566; number 21, C, carries -0.5260; number 22, Cl, carries -0.1664; number 23, H, carries 0.3553; number 24, H, carries 0.2896; number 25, H, carries 0.3209; number 26, H, carries 0.3282; number 27, Cl, carries -0.1851; number 28, C, carries -0.3950; number 29, C, carries -0.2606; number 30, Cl, carries -0.1733; number 31, H, carries 0.3397; number 32, H, carries 0.2678; number 33, H, carries 0.3014; number 34, H, carries 0.1127